No. 1
55
Properties=species:S:1:pos:R:3 method="wB97M-V/def2-TZVPD" orbital_gap_ev=9.527 homo_ha=-0.2359 multiplicity=1 charge=-1
Cl -0.45 0.28 -0.05
C 1.11 -4.77 -1.10
C 0.45 -3.50 -0.52
O 1.28 -2.29 -0.71
H 2.35 -4.82 -0.58
H 1.40 -4.83 -2.10
H 0.43 -5.71 -1.10
H 0.35 -3.76 0.61
H -0.53 -3.31 -0.95
H 0.71 -1.51 -0.14
C -1.49 3.98 -3.25
C -0.55 3.24 -2.20
O -1.34 3.18 -1.10
H -0.84 4.20 -4.05
H -1.73 4.90 -2.95
H -2.26 3.39 -3.62
H 0.21 3.85 -1.98
H -0.26 2.28 -2.55
H -1.12 2.46 -0.70
C -1.27 -3.31 3.67
C -1.12 -1.95 3.05
O -1.87 -2.15 1.88
H -0.74 -3.24 4.61
H -0.62 -3.98 3.05
H -2.12 -3.90 3.65
H -0.22 -1.62 2.77
H -1.45 -1.14 3.57
H -1.42 -1.69 1.14
C 4.75 1.02 -1.15
C 3.45 1.10 -0.36
O 2.30 1.59 -1.07
H 5.05 1.86 -1.70
H 4.77 0.04 -1.84
H 5.47 0.71 -0.29
H 3.53 1.74 0.62
H 3.19 0.00 0.09
H 1.58 1.44 -0.62
C 1.54 2.93 4.10
C 1.03 1.98 2.99
O 0.52 2.73 1.85
H 0.79 3.51 4.71
H 2.29 3.54 3.69
H 2.10 2.27 4.85
H 0.23 1.35 3.42
H 1.86 1.32 2.62
H 0.29 2.14 1.23
C -4.48 -0.52 -2.69
C -2.99 -0.50 -2.44
O -2.60 -1.34 -1.36
H -4.62 -0.29 -3.63
H -5.07 0.07 -1.97
H -5.02 -1.57 -2.64
H -2.73 0.54 -2.44
H -2.26 -1.09 -3.28
H -1.90 -0.83 -1.03

No. 2
58
Properties=species:S:1:pos:R:3 method="wB97M-V/def2-TZVPD" orbital_gap_ev="10.090 / 4.741" homo_ha="-0.3674 / -0.3672" multiplicity=2
I 0.71 0.11 -0.10
C -4.17 -1.74 2.61
C -3.00 -2.07 1.70
O -2.07 -1.12 2.10
H -3.95 -2.07 3.63
H -5.12 -2.07 2.20
H -4.38 -0.67 2.61
H -3.23 -1.90 0.64
H -2.64 -3.09 1.78
H -1.37 -1.03 1.45
C -4.81 1.74 0.54
C -3.33 1.57 0.49
O -2.98 0.63 -0.46
H -5.30 0.78 0.69
H -5.16 2.13 -0.42
H -5.12 2.47 1.29
H -2.90 1.23 1.44
H -2.89 2.54 0.27
H -2.03 0.51 -0.33
C 1.25 -0.58 -5.14
C 1.01 -1.63 -4.09
O 1.96 -1.54 -3.06
H 2.18 -0.65 -5.71
H 1.28 0.41 -4.69
H 0.51 -0.57 -5.94
H 1.08 -2.65 -4.49
H -0.01 -1.63 -3.71
H 1.69 -0.89 -2.41
C 0.78 1.69 4.08
C 1.76 0.55 3.81
O 1.05 -0.65 3.38
O 0.08 1.38 5.25
H 0.14 1.76 3.20
H 1.18 2.70 4.13
H 2.48 0.40 4.61
H 2.44 0.81 2.99
H 0.73 -0.52 2.49
H -0.57 0.70 5.05
C 2.54 -4.16 1.04
C 3.51 -3.04 1.40
O 3.76 -2.18 0.26
O 3.23 -5.11 0.20
H 1.54 -3.85 0.74
H 2.44 -4.72 1.97
H 4.47 -3.35 1.82
H 3.07 -2.36 2.14
H 2.99 -1.68 0.01
H 3.15 -4.78 -0.69
C 0.68 4.26 -3.19
C 1.84 3.31 -3.11
O 2.21 3.15 -1.71
O 0.24 4.61 -4.46
H 0.97 5.21 -2.73
H -0.14 3.85 -2.60
H 2.69 3.50 -3.76
H 1.45 2.34 -3.42
H 1.69 2.43 -1.36
H 0.37 5.57 -4.45

No. 3
69
Properties=species:S:1:pos:R:3 method="wB97M-V/def2-TZVPD" orbital_gap_ev=2.791 homo_ha=-0.6767 multiplicity=1 charge=+3
In 1.26 0.62 0.51
C -3.64 -0.15 2.33
O -2.83 -0.46 3.46
P -1.42 -1.15 3.35
O -0.50 -0.54 2.38
O -1.69 -2.69 3.23
C -1.67 -3.37 1.97
O -1.00 -1.15 4.87
C -0.15 -0.15 5.42
H -3.06 -0.16 1.41
H -4.09 0.84 2.39
H -4.51 -0.82 2.32
H -2.00 -2.77 1.11
H -2.41 -4.16 2.08
H -0.67 -3.73 1.72
H 0.24 0.55 4.69
H 0.73 -0.61 5.89
H -0.66 0.32 6.27
C 1.08 -3.04 -3.18
O 2.00 -3.62 -2.24
P 1.73 -3.48 -0.71
O 1.69 -2.07 -0.25
O 2.89 -4.25 0.00
C 3.26 -5.58 -0.31
O 0.41 -4.26 -0.35
C -0.04 -5.50 -0.93
H 1.40 -3.10 -4.22
H 0.92 -1.97 -2.97
H 0.11 -3.50 -3.01
H 4.16 -5.69 -0.93
H 2.52 -6.27 -0.71
H 3.62 -6.04 0.62
H -1.07 -5.32 -1.23
H -0.01 -6.29 -0.18
H 0.53 -5.87 -1.79
C 4.84 1.52 -3.35
O 3.69 0.85 -3.91
P 2.24 1.16 -3.46
O 1.99 0.91 -2.01
O 2.06 2.67 -3.90
C 0.91 3.44 -3.50
O 1.46 0.35 -4.53
C 0.04 0.37 -4.73
H 5.72 0.96 -3.65
H 4.78 1.54 -2.26
H 4.91 2.54 -3.72
H 0.07 2.85 -3.14
H 0.63 4.04 -4.37
H 1.25 4.19 -2.78
H -0.59 0.46 -3.84
H -0.30 -0.55 -5.20
H -0.17 1.22 -5.36
C 0.12 5.05 1.67
O -1.29 4.67 1.83
P -1.80 3.19 1.69
O -0.74 2.14 1.64
O -2.90 3.04 2.80
C -2.45 3.08 4.19
O -2.64 3.19 0.39
C -3.20 4.31 -0.33
H 0.35 5.69 2.51
H 0.20 5.45 0.67
H 0.74 4.15 1.71
H -1.50 2.55 4.27
H -3.17 2.58 4.82
H -2.36 4.12 4.48
H -2.97 4.19 -1.38
H -2.79 5.25 0.04
H -4.28 4.28 -0.29

No. 4
64
Properties=species:S:1:pos:R:3 method="wB97M-V/def2-TZVPD" orbital_gap_ev=9.636 homo_ha=-0.2613 multiplicity=1 charge=-1
N -0.36 -0.71 0.40
O -1.24 -1.52 0.10
O -0.42 -0.03 1.44
O 0.62 -0.52 -0.38
C -1.22 -0.94 -3.50
C -1.95 -2.25 -3.34
O -1.71 -3.17 -4.40
O -1.88 -0.02 -4.38
H -0.24 -1.09 -3.97
H -0.99 -0.48 -2.54
H -3.02 -2.03 -3.31
H -1.66 -2.70 -2.38
H -0.76 -3.12 -4.57
H -2.58 0.39 -3.84
C -2.56 1.97 -1.27
C -1.12 2.38 -1.49
O -1.06 3.76 -1.81
O -3.25 1.67 -2.49
H -3.09 2.81 -0.80
H -2.67 1.16 -0.55
H -0.71 1.68 -2.23
H -0.47 2.22 -0.62
H -0.20 3.96 -2.17
H -3.67 2.50 -2.72
C -1.49 5.21 1.94
C -0.69 3.96 2.19
O -1.47 2.80 2.15
O -2.43 5.46 2.98
H -2.01 5.15 0.98
H -0.75 6.02 1.87
H -0.11 4.00 3.13
H 0.08 3.91 1.41
H -1.02 2.02 1.82
H -2.59 6.40 3.05
C -1.83 -4.40 2.91
C -1.83 -4.97 1.51
O -0.90 -4.38 0.64
O -0.62 -4.71 3.61
H -2.70 -4.79 3.44
H -1.90 -3.31 2.91
H -2.86 -5.04 1.14
H -1.50 -6.02 1.56
H -1.03 -3.42 0.70
H -0.19 -3.88 3.84
C 3.30 -1.09 -2.18
C 2.99 0.33 -2.59
O 2.56 1.16 -1.49
O 2.19 -1.95 -2.07
H 3.88 -1.10 -1.25
H 3.94 -1.54 -2.95
H 2.25 0.37 -3.40
H 3.85 0.85 -3.02
H 1.92 0.63 -0.98
H 1.55 -1.61 -1.40
C 4.23 -0.03 3.36
C 3.02 -0.16 2.47
O 1.81 -0.08 3.20
O 5.42 -0.22 2.61
H 4.18 -0.74 4.19
H 4.28 0.95 3.83
H 3.00 -1.10 1.91
H 3.09 0.61 1.69
H 1.07 -0.06 2.57
H 5.54 -1.17 2.53

No. 5
54
Properties=species:S:1:pos:R:3 method="wB97M-V/def2-TZVPD" orbital_gap_ev="9.170 / 2.435" homo_ha="-0.4363 / -0.4363" multiplicity=2 charge=+1
C -0.83 0.97 3.92
C 0.53 1.02 4.61
O 0.48 0.63 5.91
H -1.31 0.00 3.97
H -0.66 1.35 2.91
H -1.49 1.67 4.44
H 1.14 1.91 4.52
H 1.20 0.25 4.22
H 1.27 0.09 6.05
C 0.16 -0.85 0.27
C -0.35 0.52 -0.24
O -0.21 0.61 -1.63
H 0.07 -0.89 1.36
H 1.23 -0.90 0.08
H -0.20 -1.69 -0.31
H 0.18 1.35 0.23
H -1.42 0.68 -0.12
H -0.61 1.44 -1.92
C 5.93 -1.36 0.01
C 4.53 -1.17 0.51
O 4.21 -2.43 1.21
H 6.59 -1.58 0.85
H 6.36 -0.45 -0.42
H 6.08 -2.10 -0.77
H 3.90 -0.98 -0.36
H 4.44 -0.30 1.16
H 4.51 -2.36 2.13
C -2.52 -2.66 2.60
C -3.47 -2.53 1.51
O -4.69 -3.00 1.99
H -1.51 -2.53 2.19
H -2.58 -3.61 3.13
H -2.61 -1.81 3.28
H -3.08 -3.16 0.70
H -3.72 -1.58 1.04
H -4.61 -3.95 2.14
C 0.32 0.62 -5.51
C 1.32 -0.32 -4.86
O 0.52 -1.07 -3.90
H 0.10 1.49 -4.89
H -0.59 0.12 -5.84
H 0.85 1.11 -6.32
H 2.20 0.18 -4.45
H 1.60 -1.11 -5.56
H 0.11 -0.52 -3.23
C -3.33 2.72 -1.28
C -2.48 3.65 -2.24
O -1.10 3.15 -2.24
H -3.49 1.77 -1.79
H -4.30 3.15 -1.02
H -2.71 2.36 -0.46
H -2.46 4.65 -1.81
H -3.05 3.69 -3.17
H -0.46 3.77 -2.60

No. 6
60
Properties=species:S:1:pos:R:3 method="wB97M-V/def2-TZVPD" orbital_gap_ev=8.521 homo_ha=-0.3103 multiplicity=1
C -10.86 -10.78 17.54
S -11.15 -9.05 18.06
O -11.22 -9.03 19.59
C -9.61 -8.23 17.49
H -9.98 -11.15 18.08
H -10.69 -10.85 16.47
H -11.68 -11.40 17.90
H -8.77 -8.87 17.77
H -9.47 -7.31 18.06
H -9.58 -8.03 16.42
C -13.72 1.49 20.75
S -14.94 0.56 19.79
O -15.06 1.14 18.40
C -14.04 -0.97 19.61
H -14.17 2.46 20.96
H -12.88 1.61 20.06
H -13.37 1.08 21.70
H -13.09 -0.78 19.11
H -14.67 -1.62 19.01
H -13.85 -1.43 20.58
C -13.82 -11.20 19.60
S -14.67 -9.67 19.16
O -16.06 -10.14 18.75
C -14.85 -8.94 20.83
H -12.88 -10.98 20.09
H -13.70 -11.66 18.62
H -14.45 -11.80 20.25
H -15.52 -8.08 20.77
H -13.87 -8.64 21.21
H -15.38 -9.66 21.45
C -12.35 -5.86 19.93
S -12.66 -4.14 20.35
O -14.15 -3.95 20.33
C -12.33 -4.42 22.15
H -12.96 -6.42 20.63
H -11.30 -6.10 20.06
H -12.63 -6.13 18.91
H -12.28 -3.49 22.72
H -11.43 -5.03 22.14
H -13.17 -4.95 22.61
C -10.43 -0.55 21.34
S -10.47 -0.47 23.22
O -11.83 -0.86 23.77
C -9.25 -1.79 23.56
H -11.11 0.13 20.82
H -10.63 -1.59 21.09
H -9.45 -0.31 20.92
H -8.33 -1.56 23.03
H -9.55 -2.79 23.25
H -9.06 -1.84 24.63
C -11.76 -7.49 26.37
S -11.87 -6.68 24.75
O -13.11 -7.15 24.11
C -12.14 -4.99 25.41
H -11.23 -8.43 26.22
H -12.78 -7.68 26.71
H -11.23 -6.91 27.12
H -11.20 -4.43 25.33
H -12.42 -4.94 26.47
H -12.85 -4.40 24.83

No. 7
57
Properties=species:S:1:pos:R:3 method="wB97M-V/def2-TZVPD" orbital_gap_ev=9.455 smiles=CC1(C)CCCC(C)(C)N1O.CO.CO.CO.O.O.O homo_ha=-0.3310 multiplicity=1
O 4.57 9.41 8.86
H 5.39 9.24 8.35
H 4.69 9.92 9.64
O 3.02 7.22 8.45
H 3.58 7.95 8.63
H 2.27 7.65 8.04
O 7.07 8.07 11.44
H 6.33 7.39 11.49
H 7.15 8.27 12.40
C 5.72 10.15 5.80
O 6.32 9.07 6.65
H 6.55 10.76 5.47
H 5.29 9.64 4.96
H 4.92 10.59 6.41
H 5.90 8.25 6.53
C 6.72 11.13 12.87
O 7.65 10.19 13.30
H 6.46 10.95 11.82
H 5.80 11.03 13.41
H 7.14 12.21 12.96
H 8.51 10.24 12.90
C 5.26 5.15 10.19
O 4.84 6.36 10.87
H 5.57 4.57 11.04
H 4.38 4.80 9.69
H 6.11 5.42 9.63
H 4.51 7.01 10.24
C 7.52 17.37 7.96
C 6.28 16.43 7.83
C 6.09 16.30 6.30
C 5.27 15.08 5.87
C 5.87 13.85 6.47
C 5.93 13.90 8.06
N 6.74 15.13 8.33
O 6.74 15.24 9.77
C 4.49 13.80 8.70
C 6.70 12.62 8.37
C 5.00 16.93 8.48
H 7.74 17.44 8.95
H 7.30 18.38 7.52
H 8.32 16.74 7.50
H 5.81 17.14 5.78
H 7.11 16.12 5.97
H 5.19 14.92 4.80
H 4.27 15.27 6.18
H 6.90 13.92 6.11
H 5.32 12.91 6.13
H 3.66 14.32 8.23
H 4.28 12.68 8.70
H 4.53 14.10 9.73
H 6.12 11.74 8.03
H 7.61 12.55 7.82
H 6.73 12.40 9.45
H 4.14 16.47 7.96
H 4.99 18.03 8.35
H 4.98 16.74 9.58
H 7.57 14.86 10.04

No. 8
59
Properties=species:S:1:pos:R:3 method="wB97M-V/def2-TZVPD" orbital_gap_ev=6.151 homo_ha=-0.1521 multiplicity=1 charge=-1
K -15.75 -10.68 35.26
B -18.48 -11.11 35.37
H -18.14 -10.73 36.32
H -18.20 -10.39 34.63
H -17.94 -12.01 35.14
H -19.55 -11.27 35.33
B -17.03 -8.09 35.57
H -17.76 -7.30 35.54
H -17.06 -8.61 34.63
H -16.03 -7.75 35.78
H -17.38 -8.79 36.32
C -14.81 -8.05 27.02
O -15.15 -8.21 28.34
C -14.07 -8.73 29.20
C -14.58 -8.81 30.61
O -15.69 -9.69 30.64
C -16.37 -9.77 31.83
H -15.71 -7.64 26.55
H -14.53 -9.01 26.59
H -13.93 -7.41 26.99
H -13.20 -8.07 29.18
H -13.68 -9.66 28.80
H -14.81 -7.81 30.98
H -13.82 -9.21 31.28
H -17.22 -10.45 31.84
H -16.64 -8.83 32.33
H -15.54 -10.08 32.46
C -12.36 -9.54 33.97
O -12.98 -10.44 34.82
C -12.18 -10.73 35.98
C -12.59 -9.86 37.21
O -13.96 -10.07 37.44
C -14.63 -9.31 38.44
H -11.32 -9.81 33.83
H -12.35 -8.55 34.43
H -12.96 -9.51 33.06
H -11.12 -10.53 35.88
H -12.30 -11.77 36.29
H -12.34 -8.83 36.93
H -11.95 -10.11 38.06
H -14.37 -9.74 39.40
H -15.72 -9.27 38.33
H -14.34 -8.27 38.29
C -16.75 -13.65 37.18
O -15.70 -13.31 36.22
C -15.32 -14.39 35.39
C -14.30 -13.82 34.38
O -14.72 -12.83 33.56
C -15.77 -13.25 32.63
H -16.87 -12.74 37.77
H -16.54 -14.46 37.88
H -17.73 -13.78 36.72
H -16.19 -14.89 34.97
H -14.88 -15.05 36.14
H -13.84 -14.57 33.74
H -13.40 -13.49 34.90
H -15.54 -14.12 32.01
H -15.99 -12.44 31.94
H -16.69 -13.48 33.17